# 1
Molecular formula: C47H76ClF4N8O21S3
Method: DFT, the ωB97M-V functional and the def2-TZVPD basis

CARTESIAN COORDINATES (ANGSTROEM)
C: 3.6827 -4.1256 5.1207
C: 3.0185 -4.5375 3.7320
O: 1.5890 -4.2523 3.8727
C: 0.9875 -4.7970 2.6824
C: -0.4759 -4.1700 2.4523
N: -0.7461 -3.8264 1.0245
C: -1.6264 -4.7529 0.3003
N: -1.4462 -6.0621 0.1353
C: -2.4028 -6.8914 -0.6480
C: -2.3764 -8.4453 -0.3316
N: -1.2718 -9.1827 -0.9865
N: -2.5015 -8.7633 1.1436
N: -3.6291 -8.9956 -0.9540
N: -0.3159 -6.6945 0.6997
C: 0.6442 -6.7547 -0.1927
S: 1.5574 -7.4042 -1.3953
N: -2.7791 -4.1010 -0.3252
C: -2.2277 -2.7090 -0.5692
C: -1.4317 -2.6901 -1.9471
C: 0.1208 -3.0042 -1.8548
C: 0.6208 -3.2649 -3.3707
S: 2.4678 -2.9996 -3.5399
C: 3.2008 -4.5232 -2.8122
S: 3.3680 -4.5647 -1.1357
N: 3.6825 -5.6798 -3.5438
C: 2.7931 -6.0976 -4.6489
C: 3.5321 -6.7915 -5.8805
O: 4.7020 -6.1010 -6.3644
C: 5.1592 -5.0925 -5.4610
C: 5.1098 -5.5782 -3.9489
C: -3.5520 -1.8908 -0.9001
F: -3.9495 -2.0950 -2.2462
F: -4.6714 -2.3037 -0.1468
C: -3.4524 -0.3157 -0.7029
F: -4.4700 0.2564 -1.5086
F: -3.7316 0.1116 0.5963
C: -1.4948 -2.5427 0.8108
O: -2.5895 -2.7452 1.7766
C: -0.8860 -1.1764 1.3092
C: -0.1238 -0.2912 0.2373
C: -0.4554 1.2443 0.5852
Cl: 1.7172 -0.4152 0.3977
H: 4.8043 -4.1256 4.9777
H: 3.3106 -3.0817 5.3727
H: 3.3520 -4.8616 5.9200
H: 3.3872 -3.8611 2.8978
H: 3.1337 -5.6389 3.4867
H: 1.6390 -4.7350 1.7615
H: 0.8007 -5.9034 2.9077
H: -0.5134 -3.2684 3.1480
H: -1.3020 -4.8571 2.8096
H: -2.3045 -6.7099 -1.7701
H: -3.4574 -6.5334 -0.3910
H: -1.5653 -10.1250 -1.2528
H: -0.4457 -9.2471 -0.3882
H: -1.6809 -9.3405 1.3527
H: -2.4160 -7.8869 1.6738
H: -3.6239 -10.0023 -0.7618
H: -4.4131 -8.5974 -0.4238
H: -2.9952 -4.4061 -1.2831
H: -1.8636 -3.3569 -2.7561
H: -1.5185 -1.6271 -2.3609
H: 0.3920 -3.9401 -1.2864
H: 0.7639 -2.1617 -1.4726
H: 0.0815 -2.5001 -4.0074
H: 0.2989 -4.2823 -3.7390
H: 2.0882 -6.8908 -4.2197
H: 2.1261 -5.2877 -5.0684
H: 3.7654 -7.8929 -5.6967
H: 2.7829 -6.7939 -6.7432
H: 4.5201 -4.1458 -5.5169
H: 6.2222 -4.7449 -5.6652
H: 5.5214 -6.6445 -3.9273
H: 5.7252 -4.9611 -3.2353
H: -2.4927 0.1485 -1.0703
H: -3.1664 -1.9593 1.8002
H: -1.6361 -0.4944 1.8282
H: -0.1222 -1.4261 2.1205
H: -0.4410 -0.4310 -0.8335
H: -0.1340 1.5293 1.6213
H: 0.0637 1.9414 -0.1529
H: -1.5681 1.4583 0.4559
C: -5.4844 0.7919 -5.0465
C: -6.5989 -0.1587 -5.4186
C: -6.3449 -1.5679 -4.9802
O: -7.0423 -2.3315 -5.9585
C: -7.0925 -1.5692 -7.0880
O: -7.4283 -1.9743 -8.1576
O: -6.7072 -0.2885 -6.8357
H: -4.6136 0.6566 -5.6955
H: -5.8123 1.8257 -5.1802
H: -5.1780 0.6650 -4.0067
H: -7.5581 0.2056 -5.0345
H: -6.7401 -1.7658 -3.9834
H: -5.2857 -1.8449 -5.0049
C: -2.9013 1.2059 -8.9083
C: -2.0857 2.3165 -8.2818
C: -0.7964 2.5996 -9.0013
O: 0.0461 3.0708 -7.9536
C: -0.4172 2.5219 -6.7993
O: 0.1698 2.5447 -5.7597
O: -1.6333 1.9432 -6.9809
H: -2.4663 0.2253 -8.6935
H: -3.9095 1.1973 -8.4861
H: -2.9879 1.3284 -9.9890
H: -2.6920 3.2240 -8.1862
H: -0.9128 3.3601 -9.7735
H: -0.3406 1.7092 -9.4454
C: -0.9620 4.2916 6.5883
C: -0.4637 3.8237 5.2420
C: -1.5639 3.4477 4.2928
O: -0.9415 2.4499 3.4810
C: 0.0402 1.8862 4.2357
O: 0.6242 0.8834 3.9357
O: 0.2704 2.6001 5.3636
H: -1.3149 3.4523 7.1956
H: -0.1473 4.7581 7.1489
H: -1.7636 5.0204 6.4850
H: 0.1979 4.5767 4.8017
H: -1.8911 4.2916 3.6860
H: -2.4353 3.0073 4.7859
C: 3.6887 6.9416 2.4874
C: 2.6662 7.5990 3.3878
C: 2.7327 7.1351 4.8158
O: 1.3832 7.2819 5.2524
C: 0.5980 7.1790 4.1468
O: -0.5945 7.0572 4.1749
O: 1.3365 7.2308 3.0103
H: 3.4060 5.9097 2.2558
H: 3.7431 7.4703 1.5326
H: 4.6799 6.9482 2.9341
H: 2.7507 8.6893 3.3226
H: 3.4015 7.7492 5.4187
H: 3.0240 6.0850 4.9199
C: -3.3093 10.1687 7.0746
C: -3.7141 8.7282 7.3009
C: -2.6412 7.8927 7.9425
O: -2.9124 6.5911 7.4301
C: -3.5422 6.7651 6.2352
O: -3.7333 5.8895 5.4444
O: -3.9218 8.0546 6.0590
H: -2.6164 10.2555 6.2326
H: -4.1853 10.7698 6.8193
H: -2.8484 10.6018 7.9639
H: -4.6462 8.6827 7.8752
H: -2.7088 7.8993 9.0306
H: -1.6275 8.1820 7.6481
C: 9.9103 5.9969 0.9103
C: 8.7171 6.0803 1.8375
C: 7.4266 6.4007 1.1345
O: 6.6891 7.0921 2.1388
C: 7.6016 7.6553 2.9784
O: 7.3340 8.4665 3.8112
O: 8.8496 7.1759 2.7443
H: 10.2309 6.9925 0.5901
H: 10.7603 5.5494 1.4307
H: 9.6941 5.3899 0.0295
H: 8.6287 5.1591 2.4244
H: 6.8958 5.5028 0.8169
H: 7.5520 7.0627 0.2722

Cartesian forces, eV/Å:
-0.47 -0.30 -1.00
-0.04 0.90 1.29
0.57 -0.51 -1.97
-1.64 -1.27 0.61
1.02 -0.47 1.56
-2.74 -0.95 -2.22
-0.55 1.22 -0.28
-0.69 1.36 0.21
-1.50 -0.29 -0.67
-1.18 -1.59 0.02
-0.36 0.64 0.59
1.23 1.19 -0.92
0.75 1.02 0.02
3.23 0.64 -2.56
-0.78 -3.06 -1.23
-2.07 2.27 3.57
3.88 -0.68 -0.18
-1.17 -0.93 -1.41
1.53 1.05 0.23
0.58 -0.68 -1.50
-0.76 0.26 0.96
-0.78 -1.00 -0.47
0.25 -1.11 2.18
0.06 0.41 -2.14
-0.91 2.15 -0.08
-0.64 -1.23 -0.83
-0.91 -0.26 -0.40
-0.11 0.32 1.09
0.47 1.32 1.46
0.64 -1.31 -1.05
-1.75 1.00 0.81
1.00 0.00 2.12
2.01 0.49 -1.08
-1.34 1.45 -1.02
1.46 -0.93 1.26
0.63 -1.23 -1.66
-2.23 1.40 2.35
0.08 0.61 -0.26
2.02 -0.10 -0.48
-0.55 2.18 1.02
0.08 0.19 -0.97
-1.29 -0.40 -0.41
-1.25 -0.01 0.44
0.59 -1.33 -0.24
0.57 1.00 -0.93
-0.13 -1.01 0.82
0.16 1.24 0.24
-0.65 0.35 0.90
0.49 1.23 -0.54
-0.11 -0.90 -1.37
1.13 0.71 -0.31
0.28 -0.43 1.45
1.42 -0.37 -0.09
0.07 0.49 0.12
-0.38 0.01 -0.26
-0.43 0.35 0.39
0.03 -0.64 0.10
-0.14 0.49 0.01
0.32 -0.44 -0.25
0.02 -0.85 0.68
0.06 0.63 1.26
0.14 -1.39 0.38
-0.48 1.10 -0.35
-0.94 -0.88 -0.09
1.06 -0.72 0.38
0.49 1.00 0.40
0.75 0.98 -0.67
0.95 -0.44 0.64
-0.03 1.49 0.10
0.90 0.00 1.14
0.61 -1.14 -0.12
-1.29 -0.91 -0.30
-0.32 1.40 0.03
-0.92 -0.48 -0.81
-0.90 -0.64 0.64
0.32 -0.35 0.05
0.61 -1.28 -0.91
-1.04 0.35 -1.00
0.69 -0.31 1.12
-0.38 -0.57 -1.12
-0.49 -1.04 0.93
1.31 -0.41 0.39
0.00 0.56 -0.29
0.51 0.76 0.50
-0.06 -0.45 0.50
0.05 0.27 -0.34
-0.32 -0.32 -0.87
0.19 0.20 0.57
-0.18 -0.59 -0.01
-0.08 -0.21 0.12
0.06 -0.07 0.08
-0.09 -0.05 -0.02
0.04 -0.10 -0.04
-0.05 -0.13 -0.12
0.01 0.14 -0.04
-0.41 -0.19 0.40
-0.68 -0.46 -0.71
0.14 0.26 -0.50
-0.16 -0.24 0.44
0.48 0.12 0.67
-0.30 -0.06 -0.44
0.48 0.27 0.14
0.16 0.18 -0.12
0.04 -0.01 -0.12
0.04 0.08 0.05
0.13 -0.01 0.02
0.14 0.03 0.14
-0.14 -0.04 0.07
0.44 0.01 0.38
-0.44 0.73 0.80
-0.53 0.53 -0.25
0.43 -0.42 0.33
0.35 -0.32 0.17
-0.30 0.31 -0.04
0.00 -0.57 -0.84
-0.10 0.01 -0.25
-0.07 0.01 -0.05
0.21 -0.24 -0.13
-0.07 -0.14 -0.07
0.06 -0.14 -0.05
0.12 0.05 0.10
-0.31 0.02 -0.44
0.93 -0.19 -0.51
0.45 0.11 0.42
-0.42 -0.11 -0.33
-0.82 0.07 -0.12
0.71 0.01 0.09
-0.48 0.01 0.62
-0.03 0.06 0.25
0.09 -0.02 0.10
-0.17 0.10 0.06
-0.08 -0.08 0.09
-0.18 -0.02 0.06
-0.01 0.03 -0.15
-0.32 0.25 -0.41
0.17 0.96 0.20
0.29 0.02 0.57
-0.36 0.18 -0.39
-0.22 -0.33 -0.61
0.09 0.28 0.40
0.12 -0.69 0.14
0.06 -0.17 0.19
0.09 -0.02 0.07
-0.04 -0.10 0.02
0.08 -0.11 -0.03
-0.01 -0.19 -0.08
-0.11 0.08 -0.10
0.49 0.06 0.29
0.66 -0.37 -0.64
-0.34 -0.31 -0.38
0.52 0.17 0.14
0.04 0.62 0.67
0.00 -0.42 -0.38
-0.63 0.12 0.10
-0.24 -0.07 -0.04
-0.07 0.00 -0.09
-0.08 0.00 0.07
-0.09 0.10 -0.01
-0.11 0.12 0.11
0.14 -0.03 0.07

Computed properties:
ΔE to the lowest compared entry with this formula, charge and spin	0.0	kcal/mol
gap between HOMO and LUMO	6.56	eV
total charge	+1

=====

# 2
Molecular formula: C47H92O34S
Method: DFT, the ωB97M-V functional and the def2-TZVPD basis

CARTESIAN COORDINATES (ANGSTROEM)
C: -1.4496 -3.6370 3.9096
C: -2.1429 -2.3962 3.3636
C: -3.6095 -2.5899 3.0942
O: -4.1197 -3.6475 2.6412
O: -4.3678 -1.5015 3.4641
C: -4.9919 -0.7628 2.4018
C: -4.0251 0.0997 1.5967
C: -4.4108 1.5780 1.5953
C: -4.6857 2.1798 2.9577
C: -3.7839 1.6268 4.0619
C: -3.5961 2.6022 5.2209
C: -2.3309 2.3172 6.0432
C: -2.0371 0.8378 6.2457
C: -0.5844 0.4997 6.6025
C: 0.4310 0.9063 5.5293
C: 0.7512 -0.2236 4.5861
O: 1.8594 0.1446 3.7810
C: 1.9639 -0.6593 2.6351
O: -5.6453 1.6419 0.7518
S: -5.3193 1.9000 -0.7625
O: -5.6552 0.7118 -1.4767
O: -5.7797 3.2048 -1.1269
O: -3.7261 1.9150 -0.5799
C: -3.5154 2.4427 0.7487
C: -2.1004 2.7686 1.1334
C: -1.0101 1.7061 0.9935
C: 0.3097 2.3666 1.3931
C: -0.8908 1.1379 -0.4226
H: -1.4890 -3.6651 4.9938
H: -1.8843 -4.5393 3.4937
H: -0.3986 -3.6282 3.6302
H: -2.0231 -1.5444 4.0257
H: -1.6956 -2.1194 2.4067
H: -5.5296 -1.4572 1.7624
H: -5.7301 -0.1456 2.8995
H: -3.0113 0.0000 1.9706
H: -4.0223 -0.2351 0.5658
H: -4.5224 3.2542 2.8818
H: -5.7355 2.0358 3.1956
H: -2.8040 1.3789 3.6547
H: -4.2307 0.7129 4.4431
H: -4.4711 2.6049 5.8673
H: -3.5175 3.6128 4.8201
H: -2.4739 2.7578 7.0299
H: -1.4885 2.8487 5.6080
H: -2.3036 0.2557 5.3664
H: -2.6542 0.4866 7.0716
H: -0.3389 0.9253 7.5712
H: -0.5554 -0.5858 6.6914
H: 1.3540 1.2658 5.9775
H: 0.0461 1.7253 4.9225
H: -0.1063 -0.3817 3.9254
H: 0.9833 -1.1489 5.1180
H: 1.1646 -0.4453 1.9194
H: 1.9348 -1.7213 2.8867
H: 2.9134 -0.4702 2.1453
H: -4.0369 3.4059 0.7435
H: -2.0964 3.1112 2.1680
H: -1.7861 3.6229 0.5340
H: -1.1701 0.8852 1.6954
H: 1.0949 1.6345 1.5351
H: 0.6245 3.0439 0.5982
H: 0.2067 2.9709 2.2919
H: 0.1488 0.8880 -0.6269
H: -1.4573 0.2203 -0.5562
H: -1.2007 1.8638 -1.1668
C: 0.1764 -9.4041 1.3242
O: -1.1070 -9.0191 0.8194
C: -1.2688 -7.7048 0.6873
O: -0.4506 -6.8680 0.9544
O: -2.4927 -7.4729 0.2180
C: -2.7850 -6.0778 0.0519
H: 0.1541 -10.4877 1.3753
H: 0.9652 -9.0795 0.6498
H: 0.3389 -8.9842 2.3140
H: -2.1011 -5.6216 -0.6606
H: -2.7267 -5.5662 1.0098
H: -3.8019 -6.0267 -0.3231
C: -2.7677 -4.1554 8.9516
O: -1.5135 -3.4912 9.1325
C: -0.4836 -4.3115 9.3147
O: -0.5340 -5.5100 9.3360
O: 0.6120 -3.5743 9.4652
C: 1.8052 -4.3361 9.6701
H: -3.4988 -3.3651 8.8156
H: -2.7405 -4.7939 8.0715
H: -3.0178 -4.7481 9.8283
H: 1.9984 -4.9824 8.8170
H: 1.7261 -4.9362 10.5736
H: 2.6023 -3.6073 9.7746
C: 3.7151 -2.1421 -2.1913
O: 4.1930 -1.9249 -0.8572
C: 5.4048 -2.3927 -0.6011
O: 6.1283 -2.9662 -1.3696
O: 5.6881 -2.1138 0.6706
C: 6.9753 -2.5611 1.1006
H: 2.7269 -1.6969 -2.2295
H: 4.3630 -1.6494 -2.9120
H: 3.6441 -3.2027 -2.4170
H: 7.7618 -2.0877 0.5172
H: 7.0551 -3.6425 1.0145
H: 7.0547 -2.2641 2.1415
C: -1.2500 6.8985 1.5760
O: -1.0447 6.2112 2.8135
C: -0.4476 6.9316 3.7581
O: -0.0846 8.0691 3.6514
O: -0.3239 6.1676 4.8391
C: 0.3099 6.8175 5.9453
H: -1.7382 6.1769 0.9278
H: -1.8929 7.7661 1.7037
H: -0.3042 7.2041 1.1345
H: -0.2655 7.6848 6.2604
H: 1.3197 7.1231 5.6820
H: 0.3385 6.0792 6.7400
C: 1.9952 3.0504 -4.3315
O: 3.3136 3.5977 -4.2291
C: 4.2824 2.6869 -4.2362
O: 4.1308 1.4996 -4.3217
O: 5.4464 3.3180 -4.1322
C: 6.5839 2.4502 -4.1236
H: 1.3144 3.8961 -4.3161
H: 1.8787 2.5036 -5.2651
H: 1.7874 2.3925 -3.4908
H: 6.6383 1.8805 -5.0485
H: 6.5400 1.7697 -3.2763
H: 7.4469 3.1017 -4.0350
C: 4.7529 -4.2673 -6.4642
O: 3.4744 -4.6569 -6.9765
C: 2.4545 -4.3244 -6.1944
O: 2.5310 -3.7461 -5.1454
O: 1.3276 -4.7242 -6.7682
C: 0.1559 -4.4011 -6.0129
H: 5.4759 -4.6017 -7.2008
H: 4.8066 -3.1870 -6.3503
H: 4.9453 -4.7461 -5.5068
H: 0.0698 -3.3240 -5.8846
H: 0.1797 -4.8874 -5.0405
H: -0.6789 -4.7753 -6.5923
C: -2.5028 -12.2836 -4.8792
O: -3.4355 -11.6410 -4.0060
C: -2.9459 -11.3409 -2.8037
O: -1.8232 -11.5613 -2.4351
O: -3.9137 -10.7965 -2.0830
C: -3.5225 -10.4454 -0.7461
H: -3.0427 -12.4608 -5.8037
H: -1.6429 -11.6451 -5.0670
H: -2.1683 -13.2279 -4.4558
H: -2.7383 -9.7076 -0.7456
H: -3.2004 -11.3356 -0.2092
H: -4.4065 -10.0326 -0.2705
C: 2.9514 5.4098 -7.4293
O: 1.9149 5.4380 -8.4164
C: 0.8191 6.0878 -8.0481
O: 0.6521 6.6507 -6.9984
O: -0.0666 6.0075 -9.0330
C: -1.3059 6.6719 -8.7682
H: 3.7675 4.8423 -7.8643
H: 3.2961 6.4135 -7.1934
H: 2.6063 4.9147 -6.5251
H: -1.1446 7.7357 -8.6090
H: -1.7940 6.2397 -7.8978
H: -1.9141 6.5167 -9.6530
C: 2.2290 9.2972 -7.3545
O: 2.3349 10.6376 -7.8513
C: 3.5743 11.0141 -8.1361
O: 4.5620 10.3411 -8.0152
O: 3.5402 12.2664 -8.5827
C: 4.8207 12.7978 -8.9299
H: 1.1787 9.1198 -7.1670
H: 2.5958 8.5940 -8.0991
H: 2.7929 9.1868 -6.4308
H: 5.2760 12.2128 -9.7258
H: 5.4784 12.8111 -8.0638
H: 4.6337 13.8106 -9.2717

Cartesian forces, eV/Å:
0.34 0.06 -0.17
-0.11 -0.27 0.11
-1.96 -3.08 -0.92
1.69 3.83 1.30
0.70 -0.33 -0.44
-0.50 -0.35 0.06
-0.02 0.09 0.07
-0.20 -0.82 -0.29
0.08 0.20 -0.07
-0.39 0.29 0.08
0.25 0.07 -0.13
-0.34 0.06 0.28
0.36 -0.02 0.26
-0.31 0.02 -0.44
-0.03 0.13 0.20
0.29 0.31 -0.46
-0.03 0.14 0.09
0.14 -0.21 -0.09
-0.28 0.25 1.08
0.19 -0.44 -0.14
0.02 0.78 -0.29
0.14 -0.84 -0.06
0.13 0.16 -0.39
-0.42 1.12 0.04
0.48 -0.74 -0.28
0.39 0.12 0.03
-0.13 0.24 -0.22
0.24 -0.22 0.18
-0.17 -0.10 0.14
-0.10 -0.10 0.01
0.10 0.00 0.01
-0.02 0.10 0.04
-0.03 0.07 -0.17
-0.03 -0.10 -0.09
-0.15 0.01 0.06
0.08 -0.09 0.16
0.15 -0.08 -0.17
-0.15 0.18 -0.03
-0.14 0.02 0.11
0.12 -0.04 -0.08
0.25 -0.22 -0.04
-0.19 -0.11 0.03
-0.01 0.16 0.00
0.13 0.17 0.09
0.13 -0.06 -0.23
-0.07 -0.05 -0.07
-0.25 -0.23 -0.06
0.12 0.06 0.11
0.17 -0.14 0.36
0.15 -0.05 0.06
0.05 0.16 0.02
-0.20 -0.28 -0.01
-0.07 -0.18 0.08
-0.17 -0.06 -0.02
-0.06 -0.17 0.04
0.13 0.16 0.02
0.08 0.19 0.12
-0.26 0.13 0.11
-0.01 0.11 -0.11
-0.18 -0.06 0.09
0.13 -0.05 0.08
0.07 0.08 -0.09
0.05 -0.06 0.23
0.13 -0.06 -0.01
-0.27 0.04 -0.10
-0.10 0.08 -0.15
0.02 -0.16 -0.01
0.02 -0.02 0.05
-0.10 -0.05 0.06
0.21 0.19 0.06
0.03 0.08 -0.06
-0.20 0.09 0.04
-0.02 -0.02 -0.01
0.01 0.05 0.01
0.01 0.06 0.00
0.06 -0.03 0.03
0.03 0.05 -0.01
-0.02 -0.08 -0.01
-0.12 0.07 -0.02
-0.14 0.11 -0.04
0.01 0.14 -0.02
-0.02 -0.31 0.01
0.13 0.08 0.02
0.13 0.05 0.02
0.00 0.03 0.00
0.03 -0.05 0.01
0.03 -0.05 0.00
-0.03 -0.04 0.00
-0.03 -0.04 0.00
0.00 0.03 0.00
-0.05 0.03 -0.17
-0.28 0.09 0.01
-0.05 0.02 0.02
0.12 -0.10 -0.17
0.07 0.03 0.18
0.03 0.02 0.11
-0.02 0.03 0.06
0.04 -0.03 -0.03
0.08 -0.04 0.01
0.01 -0.02 -0.05
0.01 -0.02 -0.05
-0.02 0.01 0.01
-0.08 -0.11 -0.20
-0.13 -0.13 -0.18
-0.02 -0.13 0.03
0.09 0.29 -0.03
0.01 -0.08 0.13
0.03 -0.06 0.13
-0.01 -0.01 -0.01
0.04 0.04 0.11
0.05 0.04 0.08
0.00 0.04 -0.03
0.01 0.04 -0.03
-0.01 -0.03 0.00
-0.16 0.06 -0.02
-0.18 0.13 -0.02
0.05 0.14 0.03
-0.06 -0.34 -0.02
0.12 0.07 0.00
0.14 0.04 0.01
0.06 0.07 0.02
0.03 -0.08 0.02
0.03 -0.07 -0.01
-0.03 -0.04 0.00
-0.03 -0.04 0.00
0.00 0.03 0.00
0.13 -0.02 -0.06
0.08 -0.05 -0.05
0.03 0.00 -0.20
0.12 0.21 0.45
-0.19 -0.09 -0.08
-0.13 -0.02 -0.04
-0.01 -0.01 -0.02
-0.03 0.02 0.04
-0.02 0.02 0.04
0.03 0.00 0.04
0.04 0.03 0.04
-0.05 -0.04 -0.08
-0.05 -0.01 -0.08
-0.03 0.01 -0.18
-0.10 -0.23 -0.01
0.27 0.03 0.06
-0.13 0.18 0.13
-0.28 -0.19 0.11
-0.03 0.01 -0.01
0.04 0.02 0.05
0.03 0.00 0.05
0.19 0.06 -0.11
0.08 0.01 0.00
-0.07 0.00 -0.09
0.16 -0.10 0.05
0.19 -0.07 -0.07
-0.01 -0.11 -0.07
-0.04 0.10 0.28
-0.10 0.02 -0.13
-0.09 0.00 -0.08
-0.04 -0.02 -0.10
-0.07 0.05 0.04
-0.03 0.07 0.05
0.02 0.02 0.04
0.02 0.01 0.05
0.01 -0.01 -0.03
-0.06 0.01 0.00
-0.17 -0.07 0.07
-0.07 0.07 -0.03
0.24 -0.17 0.03
-0.01 0.14 -0.04
0.02 0.13 -0.05
-0.08 0.06 0.00
0.05 -0.02 0.00
0.05 -0.02 -0.01
0.02 -0.04 0.01
0.02 -0.04 0.01
-0.03 0.01 0.00

Computed properties:
gap between HOMO and LUMO	10.22	eV
total charge	0

=====

Calculated total energy for every record listed, in sequence, given in Eh: -5908.40633 -4802.43285.